# 1
Density functional theory data (the ωB97M-V functional and the def2-TZVPD basis) for a gas-phase ion, C4H8NS (charge +1) in a non-equilibrium geometry.

The geometry in XYZ format:
```
14
Properties=species:S:1:pos:R:3
N 0.2186 1.0007 -1.5141
C 0.3761 -0.0901 -0.5654
C -0.6502 -1.1166 -0.1678
C -0.5340 -0.0540 0.8569
C 0.1829 -0.1491 2.0716
S 1.8415 -0.2984 2.1745
H 0.7791 1.7500 -1.2391
H -0.7641 1.2173 -1.5911
H 0.5838 0.8450 -2.4692
H 1.4875 -0.3140 -0.4192
H -0.2148 -2.1825 -0.0408
H -1.5000 -1.1721 -0.7845
H -1.3609 0.6684 0.6893
H -0.4456 -0.1045 2.9987
```

Summary:
Gap between HOMO and LUMO   8.249 eV
Structure (SMILES)   [NH3+][C@@H]1C[C@H]1C=S
Maximum force   4.82 eV/Å
HOMO   -0.4621 Eh
Calculated total energy   -16593.6253 eV
Net charge   +1


# 2
Density functional theory data (the ωB97M-V functional and the def2-TZVPD basis) for a molecular structure, C38H56HfN5O5PS3.

The geometry in XYZ format:
```
109
Properties=species:S:1:pos:R:3
Hf -0.4482 -0.0712 1.0987
C -0.6485 4.6858 4.2255
N -0.2812 3.5736 3.3371
C 0.3720 2.5107 3.7353
N 0.7032 2.3033 4.9926
S 0.9423 1.3472 2.5307
H -1.2397 5.3935 3.6526
H 0.2468 5.1886 4.5938
H -1.2503 4.3179 5.0567
H -0.3898 3.6849 2.3366
H 0.5483 3.0068 5.7045
H 1.2358 1.4885 5.2580
O -1.0162 1.0783 -0.3676
S -1.8463 1.5400 -1.6575
C -1.2771 3.2581 -1.9567
C 0.0393 3.5467 -1.3031
C 0.0690 4.3494 -0.1636
C 1.2880 4.6920 0.4048
C 2.4728 4.2127 -0.1419
C 2.4419 3.4101 -1.2741
C 1.2262 3.0865 -1.8624
C -3.5416 1.7432 -1.0602
C -3.7893 2.8473 -0.0783
C -3.3972 2.7410 1.2561
C -3.7056 3.7415 2.1665
C -4.4230 4.8590 1.7532
C -4.8236 4.9694 0.4312
C -4.5062 3.9703 -0.4800
H -2.0703 3.9155 -1.6020
H -1.2252 3.2930 -3.0473
H -0.8586 4.7647 0.2198
H 1.3311 5.3817 1.2391
H 3.4231 4.5058 0.2844
H 3.3663 3.0797 -1.7293
H 1.2101 2.5175 -2.7860
H -3.8324 0.7526 -0.7045
H -4.0808 1.8944 -2.0024
H -2.9091 1.8411 1.6061
H -3.4317 3.6356 3.2110
H -4.6921 5.6277 2.4655
H -5.4015 5.8251 0.1093
H -4.8583 4.0499 -1.5013
C 2.4286 -2.3268 3.2317
C 2.8402 -2.3180 1.7554
C 3.4486 -3.6832 1.4000
C 3.8509 -1.1983 1.5010
P 1.3013 -2.0980 0.7165
C 0.2916 -3.5788 0.9441
C -0.3768 -3.7179 2.1652
C -1.0891 -4.8711 2.4539
C -1.1442 -5.8999 1.5214
C -0.4743 -5.7784 0.3105
C 0.2510 -4.6319 0.0250
C 1.6131 -1.6958 -1.0755
C 2.6454 -2.5614 -1.8060
C 0.2538 -1.7896 -1.7824
C 2.0833 -0.2299 -1.1205
H 3.3361 -2.4176 3.8303
H 1.7960 -3.1782 3.4801
H 1.9286 -1.4014 3.5334
H 4.3435 -3.8136 2.0118
H 3.7566 -3.7547 0.3577
H 2.7717 -4.5059 1.6296
H 4.6678 -1.3180 2.2140
H 3.4333 -0.1994 1.6538
H 4.2915 -1.2545 0.5065
H -0.3229 -2.9368 2.9189
H -1.5805 -4.9800 3.4122
H -1.6884 -6.8075 1.7466
H -0.4965 -6.5892 -0.4053
H 0.7966 -4.5838 -0.9078
H 2.3976 -3.6218 -1.8071
H 3.6424 -2.4423 -1.3846
H 2.6916 -2.2357 -2.8471
H -0.1719 -2.7894 -1.7828
H 0.3522 -1.4555 -2.8173
H -0.4990 -1.1093 -1.3403
H 3.1120 -0.1073 -0.7913
H 1.4875 0.4750 -0.5002
H 2.0011 0.1486 -2.1408
C -8.4524 -0.5439 -0.9822
C -8.1703 -0.6866 0.5093
S -6.6921 0.1814 0.9546
O -5.5642 -0.3682 0.2091
O -6.8903 1.6009 0.9113
C -6.3647 -0.2092 2.6817
C -5.6182 -1.5040 2.9923
N -4.3051 -1.5922 2.2890
C -3.2382 -0.8645 2.6151
N -2.2723 -1.0033 1.6788
C -2.7598 -1.9046 0.7302
C -4.0027 -2.2481 1.1074
N -4.8717 -3.1485 0.3623
O -4.3855 -3.5707 -0.6584
O -5.9189 -3.4749 0.8710
C -3.1050 -0.0475 3.8473
H -9.4102 -1.0141 -1.1956
H -7.6876 -1.0382 -1.5776
H -8.5221 0.5038 -1.2704
H -8.0314 -1.7309 0.7993
H -8.9613 -0.2455 1.1184
H -7.3188 -0.2174 3.2125
H -5.8282 0.6753 3.0308
H -6.1829 -2.3892 2.7272
H -5.4041 -1.5530 4.0598
H -2.2062 -2.2556 -0.1269
H -3.2093 -0.6750 4.7348
H -3.8575 0.7386 3.8879
H -2.1196 0.4215 3.8811
```

Summary:
Gap between HOMO and LUMO   6.612 eV
Maximum force   0.82 eV/Å
HOMO   -0.6929 Eh
Calculated total energy   -101066.8988 eV
Net charge   +4


# 3
Density functional theory data (the ωB97M-V functional and the def2-TZVPD basis) for a single C4H7NO molecule.

The geometry in XYZ format:
```
13
Properties=species:S:1:pos:R:3
O 2.0321 0.6656 0.2570
C 0.9308 0.1988 -0.4627
C 0.2836 -1.1878 -0.1178
C -1.0595 -0.4710 -0.0496
N -0.9182 0.4711 1.0707
C -0.4344 0.8540 -0.2702
H 1.7198 0.8827 1.1459
H 1.2116 0.2246 -1.5193
H 0.5912 -1.6116 0.8420
H 0.3929 -1.9300 -0.9124
H -2.0308 -0.8199 -0.3841
H -1.8166 0.9318 1.2110
H -0.8205 1.7452 -0.7553
```

Summary:
Gap between HOMO and LUMO   10.402 eV
Structure (SMILES)   O[C@H]1C[C@H]2N[C@@H]12
Maximum force   0.35 eV/Å
HOMO   -0.3437 Eh
Calculated total energy   -7796.9967 eV


# 4
Density functional theory data (the ωB97M-V functional and the def2-TZVPD basis) for a single C6H7P molecule in a non-equilibrium geometry.

The geometry in XYZ format:
```
14
Properties=species:S:1:pos:R:3
C 1.4548 0.1706 1.2577
P 0.2868 1.3398 0.8102
C -1.3127 0.5541 0.9681
C -1.4335 -0.5746 0.2011
C -0.5636 -1.0932 -0.6802
C 0.2694 -0.2364 -1.4561
C 0.6991 0.9795 -1.0045
H 1.6501 -0.0301 2.2975
H 2.3095 -0.0105 0.6048
H -2.0443 1.1008 1.5176
H -2.3029 -1.1803 0.4918
H -0.7540 -2.2402 -0.8896
H 0.4659 -0.5015 -2.4988
H 1.2753 1.7221 -1.6197
```

Summary:
Gap between HOMO and LUMO (alpha / beta)   6.222 / 7.683 eV
Structure (SMILES)   C=P1=CC=CC=C1
Maximum force   4.60 eV/Å
HOMO (alpha / beta)   -0.2762 / -0.2898 Eh
Calculated total energy   -15619.3932 eV


For each record above, in turn, the calculated ΔE to the lowest compared entry with this formula, charge and spin values are 171.9; 8.1; 255.5; 417.1 kJ/mol.